Record 1
32
Properties=species:S:1:pos:R:3 method="wB97M-V/def2-TZVPD" spin_multiplicity=1 homo_energy_ev=-12.759 charge=+1 gap_ev=8.007
C -0.51155 4.59054 -0.04629
O -0.03955 4.02125 -1.31691
B -0.90552 2.92948 -1.80460
O -1.33605 3.03586 -3.24423
S -1.39134 1.47815 -0.71086
C -1.52109 -0.13418 -1.65648
C -1.83154 -1.32051 -0.51863
C -0.47515 -1.51520 0.43397
C 0.04801 -3.09661 0.34192
C 1.70171 -3.13433 0.09712
O 2.35814 -3.00591 1.40997
C 2.85696 -1.64178 1.65272
C 2.03610 -0.57398 2.62781
O 4.02151 -1.26389 1.09421
H 0.31864 4.34225 0.77072
H -1.52618 4.16245 0.34830
H -0.63256 5.77593 -0.07312
H -0.90860 3.88501 -3.61788
H -2.70218 1.77380 -0.25940
H -2.48911 -0.10132 -2.35007
H -0.55338 -0.43573 -2.25181
H -2.18032 -2.33181 -1.01743
H -2.65408 -0.84612 0.19218
H -0.64197 -1.19325 1.54663
H 0.40105 -0.87895 -0.05412
H -0.52920 -3.66764 -0.52766
H -0.25945 -3.59104 1.37828
H 2.04627 -2.22297 -0.57557
H 1.90666 -4.16315 -0.44082
H 1.71884 0.38278 1.99696
H 2.66568 -0.22366 3.55766
H 1.00922 -1.03547 3.01741

Record 2
84
Properties=species:S:1:pos:R:3 method="wB97M-V/def2-TZVPD" spin_multiplicity=5 homo_energy_ev="1.371 / -1.483" e_above_lowest_kcal_mol=13.9 charge=-2 gap_ev="2.944 / 5.797"
Cr -0.21879 0.43862 0.83889
O -1.21346 1.60782 2.22684
C -1.53752 2.81272 1.92988
C -1.46845 3.83017 2.90855
C -1.83099 5.13231 2.63908
C -2.31699 5.48202 1.38347
C -2.43889 4.51283 0.41265
C -2.04350 3.18652 0.63262
C -2.18078 2.21842 -0.39891
N -1.55893 1.07210 -0.39844
C -1.92155 0.05363 -1.33674
C -2.15785 -1.22583 -0.52767
N -1.24073 -1.22581 0.59070
C -1.27226 -2.27221 1.38230
C -0.46843 -2.47167 2.52531
C -0.61349 -3.66458 3.26519
C 0.13819 -3.93885 4.38264
C 1.09509 -3.01514 4.80334
C 1.26849 -1.83226 4.11556
C 0.50910 -1.50290 2.96916
O 0.72650 -0.39402 2.36029
H -1.08693 3.55395 3.88246
H -1.73997 5.88958 3.41030
H -2.59608 6.50711 1.17178
H -2.82420 4.77705 -0.56454
H -2.84584 2.46035 -1.23740
H -2.80848 0.31775 -1.93227
H -1.07262 -0.12445 -2.01013
H -3.19780 -1.25930 -0.16180
H -1.98190 -2.10117 -1.16542
H -1.98467 -3.07390 1.15013
H -1.34807 -4.38582 2.92350
H -0.01624 -4.86413 4.92810
H 1.70849 -3.23352 5.67006
H 2.01641 -1.11787 4.43670
S 0.36189 -2.59804 -2.24962
P 1.79803 -1.52428 -1.45160
C 1.26721 -0.13921 -0.53046
P 2.21486 1.29945 -0.62309
S 0.94543 2.65599 0.15524
C 3.60839 1.76411 0.50476
C 3.97264 3.11141 0.45673
C 4.72068 3.67752 1.46273
C 5.10529 2.90799 2.55372
C 4.74498 1.57340 2.61209
C 3.99577 1.00118 1.59408
C 2.80904 1.88740 -2.23283
C 1.83685 2.00052 -3.23230
C 2.15690 2.48737 -4.47733
C 3.46582 2.88819 -4.75284
C 4.44245 2.75505 -3.77258
C 4.13076 2.24558 -2.53201
C 2.82948 -2.69633 -0.45770
C 2.92873 -2.52020 0.91466
C 3.70900 -3.36560 1.68065
C 4.37590 -4.42223 1.07828
C 4.24900 -4.62722 -0.28890
C 3.48582 -3.76891 -1.05508
C 3.01057 -1.07077 -2.73117
C 2.63357 -0.95275 -4.07285
C 3.57288 -0.61445 -5.02739
C 4.89024 -0.39088 -4.66715
C 5.26473 -0.49863 -3.32698
C 4.33369 -0.83801 -2.37103
H 3.60906 3.71329 -0.36420
H 4.97181 4.73058 1.41528
H 5.66491 3.36317 3.36191
H 5.02401 0.98005 3.47410
H 3.69723 -0.03487 1.65389
H 0.82517 1.69812 -2.98496
H 1.39691 2.55870 -5.24730
H 3.72867 3.27367 -5.73035
H 5.46806 3.03973 -3.98531
H 4.90091 2.12655 -1.78187
H 2.39067 -1.69686 1.36417
H 3.79297 -3.19359 2.74637
H 4.99809 -5.08417 1.66811
H 4.75878 -5.45737 -0.76513
H 3.39890 -3.91792 -2.12366
H 1.60527 -1.14459 -4.34900
H 3.27760 -0.52635 -6.06651
H 5.62720 -0.12431 -5.41408
H 6.29169 -0.32035 -3.03564
H 4.61842 -0.91694 -1.32799

Record 3
182
Properties=species:S:1:pos:R:3 method="wB97M-V/def2-TZVPD" spin_multiplicity=1 homo_energy_ev=-8.330 e_above_lowest_kcal_mol=20.9 gap_ev=8.789 smiles="COC[C@H](C)N.COC[C@H](C)N.COC[C@H](C)N.COC[C@H](C)N.COC[C@H](C)N.COC[C@H](C)N.COCCNCCOC.COCCNCCOC.COCCNCCOC.NC(N)=O"
C -5.49846 14.26168 14.50359
O -5.04028 14.01348 13.20162
C -5.08855 12.64490 12.94971
C -3.83896 11.87878 13.44890
C -2.55341 12.29307 12.75664
N -3.95014 10.47474 13.12537
H -5.22465 15.30677 14.64833
H -4.98206 13.73003 15.30281
H -6.57240 14.21779 14.68481
H -6.09148 12.28477 13.17892
H -5.06177 12.50435 11.86914
H -3.77675 11.97414 14.53294
H -2.53163 11.97730 11.71360
H -1.65164 11.94821 13.26259
H -2.60948 13.38143 12.77768
H -4.75739 10.18647 13.65955
H -4.16288 10.43659 12.13877
C -5.10832 6.97261 16.86885
O -6.07841 7.78659 17.49320
C -5.82216 7.95655 18.86163
C -6.69823 9.15180 19.39291
C -6.66884 9.45583 20.89732
N -8.09304 8.95523 19.06665
H -4.64090 6.24492 17.53224
H -4.17988 7.50751 16.66891
H -5.51875 6.59794 15.93115
H -5.99154 7.02002 19.39295
H -4.76185 8.20719 18.89366
H -6.40463 10.02685 18.81309
H -7.36615 10.22571 21.22769
H -5.65901 9.70769 21.22119
H -7.02316 8.59419 21.46313
H -8.50502 8.27580 19.69015
H -7.95695 8.32806 18.28676
C -6.69984 2.81721 14.94200
O -7.12135 3.68848 13.96422
C -6.05351 4.62365 13.61619
C -6.32463 5.41504 12.30029
C -6.41892 4.62453 11.02442
N -5.35534 6.39230 12.20882
H -6.28692 1.85641 14.63467
H -7.63241 2.43721 15.35915
H -5.94984 3.19067 15.63923
H -5.94217 5.28072 14.47873
H -5.11563 4.08003 13.50241
H -7.27168 5.90101 12.53487
H -6.51487 5.41274 10.27769
H -7.37376 4.09881 11.02470
H -5.47464 4.09084 10.91659
H -5.25502 6.69646 11.25094
H -5.65160 7.19421 12.74666
C -13.62669 5.84130 15.33286
O -12.35740 5.46749 14.91787
C -12.22870 5.31255 13.54819
C -10.72016 5.31727 13.10777
C -10.40908 5.41104 11.61788
N -9.96059 4.14907 13.57169
H -14.03240 6.74562 14.87930
H -13.58906 5.93537 16.41813
H -14.37524 5.06482 15.17524
H -12.57154 4.31304 13.28069
H -12.82540 6.06196 13.02814
H -10.21924 6.10533 13.67004
H -10.99340 4.69771 11.03665
H -9.38595 5.38439 11.24292
H -10.80982 6.33836 11.20851
H -10.23288 4.00957 14.53424
H -8.96998 4.30097 13.44639
C -12.13517 12.23876 16.24059
O -11.55797 11.00501 15.84856
C -11.09963 10.93070 14.51831
C -11.44597 9.53071 13.80638
C -13.03183 9.36354 13.77233
N -11.06396 8.37400 14.59379
H -12.63605 12.11118 17.20024
H -12.95684 12.48362 15.56755
H -11.44888 13.08263 16.31130
H -11.38391 11.75061 13.85875
H -10.02072 10.92856 14.67337
H -11.03790 9.60780 12.79860
H -13.41334 8.41025 13.40656
H -13.48451 10.15146 13.17037
H -13.46922 9.39607 14.77020
H -11.27601 8.44595 15.57866
H -11.33856 7.46405 14.25220
C -12.17205 5.86133 21.19005
O -12.26270 7.13917 20.61451
C -11.66446 7.27195 19.35885
C -11.84056 8.72235 18.77915
C -13.24910 9.04741 18.26838
N -11.03103 8.84084 17.59056
H -12.63364 5.20172 20.45524
H -12.88325 6.01385 22.00186
H -11.16102 5.55286 21.45604
H -10.60732 7.01959 19.44164
H -12.12719 6.54884 18.68722
H -11.49455 9.33197 19.61387
H -13.93737 9.02980 19.11342
H -13.50793 8.38688 17.44086
H -13.28818 10.06717 17.88542
H -10.04681 8.88882 17.81214
H -11.22787 9.61010 16.96638
C -6.70324 9.51618 10.38214
O -8.00965 9.06998 10.42233
C -8.91049 9.51857 9.42012
C -10.18182 8.78074 9.59152
N -11.24429 9.31912 8.74151
C -12.52185 8.58078 8.81265
C -13.20828 8.57574 10.15390
O -14.50977 8.00831 9.87702
C -15.57785 8.83846 10.23272
H -6.13448 9.26506 11.27744
H -6.54490 10.59222 10.31040
H -6.30975 9.14512 9.43579
H -8.58412 9.32763 8.39781
H -9.09314 10.59196 9.47097
H -10.61668 8.73436 10.58994
H -9.93017 7.74464 9.36508
H -10.94469 9.54495 7.80377
H -12.38882 7.54093 8.51414
H -13.24294 8.99509 8.10803
H -13.21328 9.57707 10.58449
H -12.91188 7.83946 10.90100
H -16.57305 8.39832 10.16974
H -15.53450 9.77253 9.67262
H -15.40499 9.09726 11.27735
C -9.44280 5.25261 16.78542
O -9.90822 3.92761 16.51403
C -10.98295 3.62144 17.37860
C -11.57702 2.37579 16.66707
N -12.61163 2.72744 15.68043
C -13.02745 1.59926 14.86065
C -13.84467 0.42188 15.57299
O -12.85836 -0.45247 16.15013
C -13.29553 -1.22877 17.31582
H -9.16073 5.46111 17.81743
H -10.23275 5.99706 16.68611
H -8.68880 5.61198 16.08509
H -11.75396 4.38835 17.45274
H -10.47564 3.37318 18.31085
H -12.08157 1.86456 17.48692
H -10.85544 1.65696 16.27884
H -12.28104 3.54438 15.18707
H -12.24234 1.06199 14.32861
H -13.66102 1.94796 14.04511
H -14.47088 -0.14819 14.88671
H -14.51127 0.80460 16.34583
H -12.50045 -1.52276 18.00104
H -13.82792 -2.12482 16.99685
H -13.89483 -0.61275 17.98624
C -5.42477 11.22160 16.58849
O -6.51156 11.93613 17.14463
C -7.78023 11.50478 16.79404
C -8.91718 12.17585 17.50373
N -8.82841 11.88648 18.98341
C -10.09988 12.09539 19.60042
C -10.04475 12.21922 21.11306
O -11.29301 12.72759 21.52411
C -11.99509 11.72517 22.25760
H -4.48276 11.75858 16.69975
H -5.49249 10.85900 15.56281
H -5.22096 10.26810 17.07572
H -7.78762 10.42679 16.95525
H -7.98941 11.74931 15.75263
H -9.77628 11.64666 17.09141
H -8.92062 13.21834 17.18545
H -8.55800 10.93945 19.20730
H -10.92477 11.40143 19.43891
H -10.47200 13.03350 19.18863
H -9.26751 12.92358 21.40947
H -9.86414 11.22731 21.52730
H -11.49349 11.52109 23.20358
H -12.25032 10.84730 21.66405
H -12.93862 12.18440 22.55247
N -8.03131 8.40164 15.37804
C -7.47808 8.71314 14.22828
N -8.51351 8.83911 13.47521
O -6.29929 8.70506 13.92142
H -7.34339 8.28448 16.10821
H -9.03692 8.45573 15.45493
H -9.44701 8.71055 13.83871
H -8.30622 8.76582 12.48943

Record 4
8
Properties=species:S:1:pos:R:3 method="wB97M-V/def2-TZVPD" spin_multiplicity=1 homo_energy_ev=-4.565 e_above_lowest_kcal_mol=84.4 charge=-1 gap_ev=7.381
N -0.39651 1.20124 -0.19946
N 0.61475 0.90653 -0.78065
N 1.42424 0.04855 -1.06363
O -0.98540 2.25036 -0.04134
F -1.18571 -1.99562 -0.29313
Cl -0.69643 -0.02037 1.67834
Br 2.21859 -1.06314 0.31299
H -0.99352 -1.32756 0.38688

Record 5
15
Properties=species:S:1:pos:R:3 method="wB97M-V/def2-TZVPD" spin_multiplicity=3 homo_energy_ev="-6.160 / -9.525" e_above_lowest_kcal_mol=66.9 gap_ev="6.882 / 9.493"
C -0.13333 2.41765 -0.62602
C 0.79916 2.22751 -1.46036
C -0.91811 2.25686 0.42374
C -0.09898 -2.73728 1.63068
C -0.41176 -1.21743 -0.18248
O -0.80248 -2.12955 0.68235
O 0.85148 -0.85118 -0.31884
H 0.55094 2.22970 -2.56010
H 1.83848 2.13817 -1.25856
H -1.20868 1.24691 0.71168
H -1.26991 3.12310 0.99930
H -0.38064 -3.72453 1.85955
H 0.88937 -2.59047 1.76774
H -1.03540 -0.80821 -0.93671
H 1.32985 -1.58126 -0.73195

Record 6
15
Properties=species:S:1:pos:R:3 method="wB97M-V/def2-TZVPD" spin_multiplicity=1 homo_energy_ev=-8.939 e_above_lowest_kcal_mol=22.5 gap_ev=9.714 smiles=NCN.CO
N 2.19751 2.28130 -1.74124
C 0.79963 2.57398 -1.47332
N -0.18029 2.05921 -2.43451
H 2.48663 2.54065 -2.67573
H 2.42685 1.31586 -1.55795
H 0.55972 2.18266 -0.48456
H 0.70834 3.66198 -1.47316
H 0.13553 1.88309 -3.37554
H -0.64741 1.24213 -2.07259
C -1.32261 -3.01282 2.59601
O -2.11446 -3.72731 3.59122
H -0.37813 -3.52744 2.42456
H -1.87274 -3.10166 1.67310
H -1.23853 -1.99905 2.95297
H -1.56003 -4.37256 4.05075

Record 7
48
Properties=species:S:1:pos:R:3 method="wB97M-V/def2-TZVPD" spin_multiplicity=5 homo_energy_ev="-14.253 / -14.608" charge=+2 gap_ev="5.443 / 4.117"
C 0.01806 0.15100 -5.63079
C 1.39496 0.70020 -5.93789
C -0.20864 -1.20260 -6.26969
C -1.07694 1.13530 -5.98319
Cl -0.06064 -0.10450 -3.78339
H -0.17074 -1.09970 -7.35539
H -1.18074 -1.60720 -5.99989
H 0.55626 -1.91350 -5.96799
H 1.48596 0.86590 -7.01269
H 2.17316 0.00500 -5.63369
H 1.56266 1.64760 -5.43219
H -1.06804 1.31510 -7.05939
H -0.92904 2.08630 -5.47799
H -2.05574 0.74910 -5.71059
C 1.48646 -1.97330 2.42771
C 0.84096 -2.87810 1.55031
C 1.13956 -2.50090 0.21591
H 0.22946 -3.71400 1.84611
C 1.98226 -1.36870 0.26821
C 2.19276 -1.04200 1.63291
H 2.80146 -0.23720 2.01001
H 1.47336 -2.00970 3.50381
H 0.80986 -3.00570 -0.67649
H 2.40096 -0.85610 -0.58079
C -2.37074 0.45230 1.86251
C -2.28954 -0.74610 2.60801
C -2.38504 -1.82300 1.69331
H -2.20654 -0.82520 3.67881
C -2.51474 -1.28970 0.38481
C -2.51194 0.11850 0.49201
H -2.60364 0.81860 -0.31979
H -2.34734 1.44950 2.26701
H -2.36364 -2.86960 1.94791
H -2.62424 -1.85700 -0.52429
Ru -0.24764 -0.68910 1.19291
C 0.94576 2.59440 4.67791
P 0.44516 1.32680 3.32131
C 2.18446 0.84000 3.86171
C -1.18364 2.00400 4.03181
H 1.94946 3.06620 4.52981
H 0.87966 2.17620 5.71241
H 0.41136 3.57800 4.65551
H 2.50946 0.96330 4.92611
H 2.27886 -0.22780 4.01531
H 2.97166 1.35270 3.26871
H -1.28254 2.36870 5.08641
H -1.54554 2.87730 3.43991
H -1.89694 1.19850 4.24711

Record 8
110
Properties=species:S:1:pos:R:3 method="wB97M-V/def2-TZVPD" spin_multiplicity=3 homo_energy_ev="-3.925 / -4.388" e_above_lowest_kcal_mol=0.0 charge=-1 gap_ev="6.409 / 5.681"
Ti 1.49560 0.32016 -0.18065
C 3.22161 0.76330 2.50994
N 3.44856 1.02645 1.07312
C 4.61009 0.20574 0.66540
C 4.68452 0.07446 -0.83126
N 3.54036 -0.71089 -1.33327
C 3.47329 -0.51793 -2.79642
C 3.71299 -2.12688 -1.01510
C 4.65769 -2.87382 -1.71714
C 4.83621 -4.22581 -1.48579
C 4.05356 -4.84899 -0.52040
C 3.13165 -4.11439 0.19646
C 2.93881 -2.73924 -0.02060
S 1.78157 -1.89473 0.97638
C 3.71344 2.44240 0.81016
C 4.54003 3.15422 1.67664
C 4.83888 4.48948 1.46624
C 4.30904 5.12977 0.35415
C 3.49924 4.42950 -0.51821
C 3.17662 3.07912 -0.31934
S 2.14978 2.28578 -1.50113
H 4.13579 0.91001 3.09554
H 2.90809 -0.27265 2.61241
H 2.43547 1.40792 2.88083
H 4.48257 -0.78166 1.11354
H 5.53569 0.64330 1.06051
H 5.63111 -0.40056 -1.12169
H 4.64063 1.05820 -1.30111
H 4.45205 -0.67715 -3.26363
H 3.15675 0.50235 -2.99478
H 2.75331 -1.20587 -3.22227
H 5.26097 -2.38900 -2.47391
H 5.56790 -4.78484 -2.05522
H 4.16276 -5.90966 -0.32695
H 2.52062 -4.59368 0.95109
H 4.95673 2.65759 2.54259
H 5.47361 5.02018 2.16465
H 4.52144 6.17613 0.16946
H 3.07496 4.92426 -1.38310
C -5.14774 3.19243 3.05987
C -4.73473 2.02472 2.16330
C -5.46844 2.17292 0.82275
C -5.18822 0.72286 2.83920
C -3.22393 1.97749 1.92473
C -2.69614 0.97469 1.13481
C -1.31568 0.88738 0.91830
N -0.64374 0.03150 0.08894
C -1.16105 -1.02641 -0.57250
C -2.31983 -1.75916 -0.23590
C -2.75549 -2.77872 -1.03909
C -2.01140 -3.06739 -2.20765
C -0.83572 -2.44250 -2.55462
C -0.34710 -1.41224 -1.68860
O 0.76472 -0.78309 -1.85952
C -0.03560 -2.86611 -3.78343
C 1.26439 -3.53279 -3.31111
C 0.26155 -1.64549 -4.66803
C -0.78649 -3.87905 -4.65096
C -3.98498 -3.62390 -0.71643
C -5.00534 -3.50563 -1.85772
C -4.66684 -3.17458 0.57577
C -3.57407 -5.09446 -0.55621
C -0.43150 1.86030 1.47079
O 0.83615 1.70362 1.20836
C -0.97609 2.94601 2.19823
C -2.34566 2.94014 2.43602
C -0.11415 4.14943 2.58578
C 1.12199 3.74122 3.39588
C -0.89151 5.17696 3.41295
C 0.34816 4.83292 1.28894
H -6.22929 3.16949 3.21376
H -4.89441 4.15459 2.61015
H -4.66787 3.13628 4.03912
H -6.55062 2.20456 0.98016
H -5.24958 1.33976 0.15349
H -5.16455 3.09246 0.31881
H -6.26890 0.73343 3.00962
H -4.68703 0.59428 3.80067
H -4.95180 -0.14623 2.22318
H -3.36042 0.28783 0.63412
H -2.81138 -1.54694 0.69924
H -2.37937 -3.85657 -2.84944
H 1.79476 -2.90945 -2.59678
H 1.92416 -3.73675 -4.16018
H 1.04225 -4.48062 -2.81485
H 0.76517 -0.85998 -4.11069
H -0.67047 -1.23510 -5.06544
H 0.88875 -1.94240 -5.51387
H -0.97435 -4.81542 -4.12127
H -0.17648 -4.11455 -5.52639
H -1.74139 -3.48157 -5.00380
H -5.31933 -2.46761 -1.98436
H -5.89025 -4.11078 -1.64113
H -4.58849 -3.84703 -2.80621
H -5.00326 -2.13720 0.51074
H -4.00029 -3.26439 1.43551
H -5.54319 -3.79940 0.76361
H -3.11750 -5.48266 -1.46784
H -4.44686 -5.71190 -0.32499
H -2.84849 -5.20275 0.25200
H -2.76166 3.74800 3.01751
H 0.85388 3.08769 4.23020
H 1.61076 4.63292 3.79933
H 1.83539 3.22861 2.75939
H -1.24602 4.75658 4.35786
H -1.74983 5.57718 2.86948
H -0.22996 6.01427 3.64593
H 0.86626 4.12516 0.64342
H 1.03204 5.65660 1.51636
H -0.50993 5.23397 0.74358

no.,largest force on an atom (eV/A),E (Eh)
1,8.88,-1039.21057
2,3.25,-4366.43065
3,6.64,-3287.37441
4,2.46,-3374.08520
5,4.14,-345.53009
6,1.88,-266.90845
7,4.92,-1560.07149
8,0.11,-3672.29731